{
  "formula": "C5H10N2O",
  "method": "ωB97M-V with the def2-TZVPD basis set",
  "e_homo_ev": -9.29,
  "molar_mass_g_mol": 114.15,
  "max_force_ha_per_bohr": 0.033,
  "homo_lumo_gap_ev": 10.10,
  "de_lowest_kj_mol": 57.58,
  "charge": 0,
  "species": ["C", "N", "C", "C", "C", "N", "C", "O", "H", "H", "H", "H", "H", "H", "H", "H", "H", "H"],
  "positions_angstrom": [[-1.65861, 0.84439, 0.83899], [-0.80730, 0.66416, -0.31783], [0.40301, -0.22618, -0.26580], [0.98830, -0.37382, -1.67442], [0.15318, -1.60566, 0.35712], [1.32940, 0.48673, 0.54322], [1.31782, 1.58531, 1.03212], [1.59315, 2.53175, 1.65777], [-2.02246, -0.08209, 1.29704], [-2.51940, 1.43761, 0.54274], [-1.12247, 1.41955, 1.60190], [-1.36946, 0.35171, -1.10235], [2.00864, -0.75647, -1.59775], [1.01062, 0.60067, -2.16986], [0.38911, -1.05384, -2.26996], [-0.54892, -2.15660, -0.26522], [1.10130, -2.15389, 0.42473], [-0.24593, -1.51332, 1.36756]],
  "atomic_forces_ev_per_a": [[0.398, -0.150, 0.472], [0.212, -0.873, -1.431], [-1.288, 0.549, 0.050], [-0.122, 0.356, 0.236], [0.265, 0.224, 0.026], [0.489, 0.012, 0.296], [1.394, -0.330, 0.755], [-0.621, 0.522, -0.239], [-0.020, -0.023, 0.029], [-0.024, 0.049, -0.057], [-0.151, -0.108, 0.016], [-0.031, 0.081, 0.016], [-0.159, -0.013, -0.031], [0.043, -0.091, 0.100], [-0.095, -0.165, -0.115], [-0.030, -0.118, 0.011], [-0.245, 0.070, -0.080], [-0.016, 0.007, -0.053]],
  "nbo_charge": [-0.4168, -0.6435, 0.2764, -0.6139, -0.6270, -0.5723, 0.8726, -0.5148, 0.1694, 0.2124, 0.1932, 0.3564, 0.2263, 0.2258, 0.2067, 0.2086, 0.2236, 0.2171]
}


{
  "formula": "C5H10N2O",
  "method": "ωB97M-V with the def2-TZVPD basis set",
  "e_homo_ev": -9.69,
  "molar_mass_g_mol": 114.15,
  "max_force_ha_per_bohr": 0.092,
  "homo_lumo_gap_ev": 10.49,
  "de_lowest_kj_mol": 227.95,
  "charge": 0,
  "species": ["C", "O", "C", "N", "C", "C", "C", "N", "H", "H", "H", "H", "H", "H", "H", "H", "H", "H"],
  "positions_angstrom": [[1.59544, -0.23202, 1.46564], [0.88644, 0.68996, 0.50428], [0.55396, 0.19729, -0.71148], [0.26049, 1.42796, -1.46868], [-0.86809, -0.60302, -0.77947], [-1.66442, 0.13426, 0.36497], [-0.74831, -2.00395, -0.53772], [-0.56001, -3.13437, -0.46939], [1.96450, 0.60182, 2.13210], [2.47861, -0.68509, 1.09014], [0.82401, -0.80575, 1.96668], [1.38571, -0.22091, -1.27552], [1.09700, 2.07480, -1.44177], [-0.53740, 1.91552, -1.13442], [-1.18033, -0.33878, -1.73112], [-1.38649, -0.29259, 1.32917], [-1.34570, 1.25417, 0.50033], [-2.75541, 0.02071, 0.19626]],
  "atomic_forces_ev_per_a": [[-1.336, 4.199, 0.442], [2.034, -1.908, 2.570], [-1.586, 1.693, -2.254], [1.975, 0.049, -1.376], [2.086, 2.530, 3.399], [-0.228, 1.060, -0.251], [0.278, -0.779, -0.598], [-0.101, -0.128, 0.308], [-0.324, -1.368, -0.044], [0.295, -0.935, -0.786], [0.429, -0.601, 0.001], [0.022, -0.899, 0.333], [-1.480, -1.108, 0.095], [-0.528, 0.399, 0.442], [-1.031, -0.039, -1.810], [-0.231, -0.204, -0.101], [-0.929, -2.186, -0.645], [0.655, 0.225, 0.274]],
  "nbo_charge": [-0.2779, -0.5550, 0.2818, -0.8565, -0.3836, -0.6000, 0.2843, -0.3209, 0.2019, 0.1945, 0.1931, 0.1782, 0.3722, 0.3579, 0.2635, 0.2167, 0.2290, 0.2209]
}


{
  "formula": "C5H10N2O",
  "method": "ωB97M-V with the def2-TZVPD basis set",
  "e_homo_ev": -8.58,
  "molar_mass_g_mol": 114.15,
  "max_force_ha_per_bohr": 0.066,
  "homo_lumo_gap_ev": 9.11,
  "de_lowest_kj_mol": 226.34,
  "charge": 0,
  "species": ["O", "C", "C", "N", "C", "C", "N", "C", "H", "H", "H", "H", "H", "H", "H", "H", "H", "H"],
  "positions_angstrom": [[1.84022, -0.93865, 1.61316], [1.04246, -0.46348, 0.77874], [0.24872, 0.83682, 1.18713], [-0.21696, 1.67442, 0.15691], [-1.41649, 1.23875, -0.49218], [-1.36699, -0.12408, -1.32094], [-0.15739, -0.88008, -1.44142], [0.40438, -1.40055, -0.26546], [0.97598, 1.36838, 1.78971], [-0.51390, 0.32025, 1.84474], [0.54377, 1.98182, -0.40615], [-1.76288, 1.91559, -1.17982], [-2.25204, 1.12583, 0.26408], [-2.17199, -0.83965, -0.92189], [-1.65651, 0.08429, -2.36626], [0.44981, -0.44432, -2.03932], [1.16548, -2.00539, -0.61987], [-0.35149, -2.08269, 0.39729]],
  "atomic_forces_ev_per_a": [[-1.232, 1.304, -2.420], [-0.452, -1.381, 3.095], [1.821, -2.108, 0.526], [-1.373, 0.192, 0.316], [-0.342, -2.642, 1.168], [-1.759, -0.701, -0.019], [-2.832, -0.211, 1.278], [-0.751, -0.334, 2.207], [-0.148, 0.148, 0.550], [0.271, 1.216, -0.677], [0.168, 0.259, -0.683], [-0.599, 2.144, -1.472], [1.081, 0.211, -0.525], [1.007, 0.982, -0.434], [-0.155, 0.123, 0.439], [2.093, 0.966, -1.540], [1.688, -1.757, -0.053], [1.514, 1.590, -1.756]],
  "nbo_charge": [-0.5520, 0.5412, -0.3148, -0.6261, -0.2400, -0.2431, -0.6184, -0.3177, 0.2205, 0.2228, 0.3683, 0.1978, 0.1870, 0.1814, 0.1949, 0.3598, 0.2223, 0.2160]
}


{
  "formula": "C5H10N2O",
  "method": "ωB97M-V with the def2-TZVPD basis set",
  "e_homo_ev": -8.31,
  "molar_mass_g_mol": 114.15,
  "max_force_ha_per_bohr": 0.070,
  "homo_lumo_gap_ev": 9.24,
  "de_lowest_kj_mol": 338.08,
  "charge": 0,
  "species": ["C", "C", "C", "C", "N", "C", "N", "O", "H", "H", "H", "H", "H", "H", "H", "H", "H", "H"],
  "positions_angstrom": [[0.58391, 0.02018, -2.80982], [-0.00732, 0.34081, -1.39847], [0.00015, -0.38281, -0.28712], [0.39045, -1.83978, -0.22302], [-0.65941, 0.17430, 0.83021], [-0.10786, 1.04300, 1.59432], [-0.59068, 1.46990, 2.75377], [-1.63044, 0.84637, 3.49218], [0.17016, 0.69037, -3.54527], [1.67905, 0.10552, -2.89090], [0.29017, -0.96302, -3.28773], [-0.46258, 1.36416, -1.34357], [1.24727, -1.92499, 0.47126], [-0.47447, -2.49339, 0.07507], [0.72458, -2.11520, -1.24097], [0.89148, 1.49461, 1.55367], [-0.03180, 1.94971, 3.34743], [-2.01267, 0.22024, 2.90897]],
  "atomic_forces_ev_per_a": [[-0.594, -1.072, 0.234], [0.622, 1.128, -2.045], [-0.977, 0.213, -0.327], [0.104, 0.238, -0.198], [0.273, 0.023, 1.612], [0.642, -1.397, -0.758], [-3.331, -1.243, -0.442], [1.160, 1.451, 0.456], [-0.106, 0.692, -0.035], [-0.337, -0.048, 0.296], [0.360, 0.609, 1.085], [0.501, -1.036, 0.070], [-0.501, -0.396, -0.177], [0.914, 0.688, -0.083], [-0.108, -0.136, 0.616], [0.078, -0.112, -1.041], [1.833, 1.548, 2.082], [-0.532, -1.149, -1.344]],
  "nbo_charge": [-0.6574, -0.2378, 0.1475, -0.6468, -0.5581, 0.2632, -0.2908, -0.5443, 0.2156, 0.2147, 0.2102, 0.1989, 0.2157, 0.2286, 0.2205, 0.1611, 0.3739, 0.4852]
}


{
  "formula": "C5H10N2O",
  "method": "ωB97M-V with the def2-TZVPD basis set",
  "e_homo_ev": -7.86,
  "molar_mass_g_mol": 114.15,
  "max_force_ha_per_bohr": 0.098,
  "homo_lumo_gap_ev": 8.69,
  "de_lowest_kj_mol": 278.28,
  "charge": 0,
  "species": ["H", "N", "C", "N", "C", "C", "C", "C", "O", "H", "H", "H", "H", "H", "H", "H", "H", "H"],
  "positions_angstrom": [[3.14642, -0.52542, -1.15085], [2.18636, -0.29669, -0.92395], [1.46431, -1.23180, -0.51283], [0.26303, -1.26666, 0.07482], [-0.42974, -0.16386, 0.61734], [-0.82952, -0.31706, 2.05495], [-0.74107, 0.90357, -0.13282], [-0.39945, 1.05225, -1.58095], [-1.41235, 1.94701, 0.46282], [1.66860, -2.47303, -0.38501], [0.38006, -2.39298, 0.27247], [0.05062, -0.31404, 2.70125], [-1.35535, -1.26224, 2.20527], [-1.48085, 0.49899, 2.35446], [-0.50190, 0.10187, -2.10098], [0.64713, 1.34714, -1.69088], [-1.06352, 1.76962, -2.06686], [-1.59279, 2.62334, -0.19826]],
  "atomic_forces_ev_per_a": [[-0.275, -0.330, -0.161], [0.115, 0.704, 0.110], [2.102, -3.536, 0.175], [0.227, -3.098, 0.120], [-0.933, -0.068, 0.413], [0.067, 0.161, -0.092], [0.018, -0.460, -0.062], [0.023, -0.005, 0.059], [0.149, 0.021, 0.012], [1.471, 2.666, -1.470], [-2.876, 4.052, 0.785], [0.005, -0.033, 0.040], [-0.013, -0.019, 0.017], [-0.026, -0.025, 0.046], [-0.014, -0.088, 0.017], [-0.147, 0.115, -0.071], [0.021, 0.046, 0.007], [0.084, -0.102, 0.055]],
  "nbo_charge": [0.3703, -0.7678, 0.3573, -0.6368, 0.0500, -0.6341, 0.3148, -0.6858, -0.6827, 0.0509, 0.4236, 0.2135, 0.2074, 0.2374, 0.2348, 0.2650, 0.2011, 0.4811]
}


{
  "formula": "C5H10N2O",
  "method": "ωB97M-V with the def2-TZVPD basis set",
  "e_homo_ev": [-9.23, -9.23],
  "molar_mass_g_mol": 114.15,
  "max_force_ha_per_bohr": 0.076,
  "homo_lumo_gap_ev": [9.60, 9.60],
  "de_lowest_kj_mol": 398.69,
  "charge": 0,
  "species": ["C", "C", "C", "C", "C", "N", "N", "O", "H", "H", "H", "H", "H", "H", "H", "H", "H", "H"],
  "positions_angstrom": [[1.65868, -0.93394, -0.47438], [1.04169, 0.59953, 0.07317], [0.55712, 1.26828, -1.14415], [-1.15196, -0.66688, 0.80413], [-0.04540, 0.32724, 1.06903], [2.94807, -0.96164, -0.07629], [3.57458, -0.17396, 0.51550], [2.11072, 1.16908, 0.64002], [1.00736, -1.46708, 0.21716], [1.35001, -1.15035, -1.49619], [1.38815, 1.40629, -1.80269], [0.17079, 2.26467, -0.72022], [-0.24442, 0.81467, -1.74928], [-0.87159, -1.70398, 0.86442], [-1.55214, -0.46742, -0.17583], [-1.85435, -0.47790, 1.64129], [0.45123, 0.14523, 2.10766], [-0.59143, 1.29104, 1.17659]],
  "atomic_forces_ev_per_a": [[-3.767, 0.736, 0.655], [2.215, -1.777, 0.341], [-1.319, 2.440, -0.208], [-0.003, 0.406, 0.875], [0.083, 0.663, 2.708], [3.193, 1.401, 1.245], [-2.486, -1.123, -1.352], [0.273, 0.173, -0.127], [0.687, -1.040, -0.256], [0.840, -0.152, -0.009], [0.512, 0.521, -0.447], [0.509, -1.059, -1.246], [0.117, -0.190, 0.607], [0.229, -0.517, -0.017], [-0.699, -0.043, -0.230], [-0.152, -0.342, -0.894], [-0.769, 0.201, -1.768], [0.536, -0.298, 0.121]],
  "nbo_charge": [-0.3466, 0.2742, -0.6496, -0.6200, -0.4415, -0.0447, 0.2372, -0.6183, 0.2557, 0.2429, 0.2221, 0.2219, 0.2069, 0.1945, 0.2050, 0.2252, 0.2219, 0.2133]
}